Entry from OMol25: 12 unconnected molecules or ions with the total composition C36H96O12 in a non-equilibrium geometry (ωB97M-V/def2-TZVPD).

```
144
Properties=species:S:1:pos:R:3:lowdin_charge:R:1
O 9.76536 -11.52900 -9.30683 -0.049
O 14.15356 -20.03267 -5.94809 -0.057
O 16.09184 -7.68926 -14.43423 -0.054
O 6.78819 -7.63759 -3.00982 -0.039
O 16.37164 -2.35101 -3.80745 -0.038
O 5.88547 -2.92965 -4.78253 -0.066
O 21.32460 -14.57398 -12.70953 -0.044
O 6.03063 -5.01877 -14.40168 -0.030
O 18.79715 -8.33530 -6.53740 -0.055
O 7.93616 -15.34760 -12.55597 -0.051
O 15.57274 -16.65134 -18.09977 -0.071
O 4.99908 -10.41217 -7.29631 -0.065
C 21.46420 -14.26453 -11.34347 -0.500
C 7.42022 -3.27791 -6.54857 -0.043
C 5.96310 -5.57775 -13.12501 -0.531
C 12.11650 -11.61283 -9.84202 -0.045
C 16.94778 -9.81847 -14.89447 -0.056
C 6.51474 -2.20907 -5.83080 -0.478
C 7.86669 -6.78627 -1.06928 -0.059
C 14.14304 -18.96919 -6.88316 -0.482
C 7.71480 -17.58982 -13.20327 -0.058
C 15.68574 -9.00112 -14.43655 -0.496
C 3.40128 -11.09644 -8.91329 -0.061
C 14.56265 -2.13795 -2.27409 -0.053
C 15.51938 -18.27612 -6.77333 -0.067
C 7.06745 -16.72525 -10.93871 -0.061
C 18.12475 -9.10345 -8.71721 -0.069
C 5.76016 -8.19911 -0.91848 -0.063
C 15.18720 -2.97905 -3.36605 -0.547
C 3.67742 -10.15117 -7.75832 -0.490
C 8.07734 -16.64328 -12.08785 -0.530
C 7.33927 -5.79563 -12.46689 -0.049
C 14.25120 -15.65471 -16.33979 -0.068
C 18.45109 -9.47467 -7.32383 -0.525
C 15.11672 -15.38236 -17.53862 -0.481
C 14.45023 -9.22850 -15.34785 -0.051
C 17.30853 -10.16465 -6.60782 -0.060
C 5.06218 -4.71099 -12.25398 -0.071
C 7.06278 -7.96891 -1.71157 -0.508
C 20.14629 -14.66033 -10.56444 -0.057
C 11.09801 -9.64533 -8.66379 -0.074
C 14.27636 -3.24496 -4.50096 -0.076
C 5.43445 -1.62825 -6.72331 -0.073
C 22.58814 -14.98879 -10.71115 -0.083
C 11.03937 -11.12671 -8.84956 -0.520
C 12.88139 -18.04864 -6.68070 -0.045
C 14.46256 -14.64593 -18.65502 -0.071
C 2.72588 -10.35897 -6.54222 -0.056
H 13.77419 -14.77790 -15.90186 0.078
H 2.91790 -9.53351 -5.85677 0.073
H 16.81626 -10.87073 -14.64238 0.069
H 7.16436 -5.98424 -0.84219 0.069
H 14.61364 -3.91128 -5.29491 0.082
H 5.93262 -8.30968 0.15210 0.077
H 7.78464 -4.80164 -12.42518 0.082
H 15.71781 -17.96570 -5.74748 0.069
H 6.71810 -17.34578 -13.57085 0.085
H 8.42105 -17.49770 -14.02839 0.078
H 6.34210 -6.78774 -3.02851 0.095
H 13.83404 -2.35378 -4.94621 0.087
H 13.55564 -2.43441 -1.98055 0.080
H 2.62834 -10.82678 -9.63297 0.076
H 5.20649 -9.82010 -6.56965 0.082
H 5.48262 -3.70635 -12.20902 0.081
H 19.94991 -15.73231 -10.54417 0.071
H 5.84474 -1.09638 -7.58172 0.080
H 12.75747 -17.37494 -7.52856 0.069
H 8.33286 -7.03644 -0.11628 0.073
H 11.15506 -9.20066 -9.65731 0.084
H 13.40508 -3.71858 -4.04856 0.080
H 7.06623 -1.34880 -5.45146 0.127
H 5.03112 -7.39601 -1.02635 0.073
H 13.65391 -15.24123 -19.07904 0.087
H 7.11628 -17.68319 -10.42095 0.074
H 16.28265 -19.04919 -6.86213 0.078
H 3.25129 -12.11253 -8.54837 0.082
H 5.25062 -2.34652 -4.36002 0.081
H 8.58013 -6.32284 -1.75072 0.074
H 22.77816 -14.76447 -9.66156 0.083
H 3.57855 -9.09132 -7.99290 0.126
H 15.18377 -16.77207 -18.96909 0.067
H 17.80985 -9.95195 -9.32466 0.085
H 15.53086 -9.26124 -13.38944 0.132
H 7.75703 -18.64102 -12.91810 0.081
H 17.00296 -9.81040 -15.98304 0.071
H 23.50080 -14.80153 -11.27692 0.084
H 4.19282 -11.14738 -9.66094 0.074
H 15.07487 -14.46499 -19.53844 0.084
H 22.35917 -16.05446 -10.70707 0.082
H 10.26726 -9.23941 -8.08655 0.080
H 12.90703 -17.45287 -5.76827 0.073
H 15.18584 -2.19333 -1.38153 0.082
H 7.18601 -15.96528 -10.16638 0.075
H 13.13944 -11.49921 -9.48316 0.077
H 16.68699 -2.84805 -4.56580 0.085
H 7.72540 -8.83150 -1.64101 0.134
H 14.18649 -19.54952 -5.11918 0.082
H 5.49644 -6.56269 -13.11026 0.126
H 12.02648 -18.72483 -6.67902 0.072
H 6.84153 -4.02254 -7.09515 0.073
H 1.72263 -10.28187 -6.96129 0.075
H 9.07144 -11.13646 -8.77206 0.085
H 20.80410 -15.37567 -12.79885 0.086
H 5.13244 -4.96889 -14.73688 0.090
H 17.55100 -10.48376 -5.59418 0.080
H 21.62691 -13.18721 -11.31197 0.136
H 8.02437 -2.73147 -7.27279 0.070
H 5.16645 -9.01956 -1.32154 0.073
H 17.31544 -8.37800 -8.63457 0.087
H 15.58352 -17.40116 -7.42020 0.077
H 4.95953 -5.06298 -11.22749 0.076
H 19.33218 -10.11265 -7.25473 0.135
H 18.91389 -8.63859 -9.30819 0.086
H 16.55746 -7.46016 -15.24189 0.093
H 14.16355 -19.40144 -7.88358 0.129
H 19.21942 -14.29992 -11.01067 0.069
H 13.39331 -16.24897 -16.65440 0.079
H 14.48086 -1.14854 -2.72404 0.086
H 4.05646 -4.65604 -12.67064 0.074
H 14.56719 -8.89283 -16.37826 0.077
H 9.11857 -16.73825 -11.77976 0.135
H 17.86985 -9.43729 -14.45560 0.076
H 16.44403 -9.50253 -6.55958 0.082
H 14.08698 -13.67223 -18.34045 0.084
H 16.04885 -14.96423 -17.15860 0.133
H 12.06232 -12.69104 -9.99246 0.070
H 4.76186 -2.42219 -7.04796 0.083
H 11.15413 -11.53454 -7.84527 0.128
H 4.82277 -0.89618 -6.19604 0.075
H 2.90781 -11.35888 -6.14827 0.081
H 7.23288 -6.23542 -11.47524 0.076
H 8.23250 -14.79712 -11.82745 0.090
H 17.13659 -11.05821 -7.20789 0.077
H 18.53902 -7.52970 -6.99125 0.077
H 13.55663 -8.75300 -14.94352 0.070
H 8.12318 -3.87338 -5.96602 0.070
H 7.94694 -6.55192 -12.96375 0.076
H 11.99226 -9.39021 -8.09516 0.082
H 14.12100 -10.26690 -15.30987 0.069
H 6.06534 -16.62816 -11.35639 0.082
H 11.91703 -11.17390 -10.81959 0.081
H 20.21339 -14.31992 -9.53114 0.073
H 15.42846 -3.92761 -2.88632 0.131
H 14.66705 -16.24288 -15.52173 0.080
```

As for the highest occupied orbital energy: -0.36542 Ha. The calculated total energy comes out at -63455.02003 eV. The SMILES is CC(C)O.CC(C)O.CC(C)O.CC(C)O.CC(C)O.CC(C)O.CC(C)O.CC(C)O.CC(C)O.CC(C)O.CC(C)O.CC(C)O. The calculation puts the relative energy (zero: lowest compared OMol25 entry of this formula, charge and spin) at 114.0 kcal/mol.